Entry from the Open Molecules 2025 dataset: a single C5H7NO molecule (wB97M-V/def2-TZVPD).

```
14
Properties=species:S:1:pos:R:3:nbo_charge:R:1
C 0.48 1.78 0.39 -0.625
C 0.13 0.45 -0.22 -0.022
N -0.92 0.25 -1.22 -0.547
C -1.07 -0.38 0.07 -0.074
C -0.23 -1.64 0.27 -0.526
C 0.97 -0.82 -0.26 0.595
O 2.09 -1.09 -0.58 -0.507
H 0.33 1.70 1.47 0.216
H -0.18 2.56 0.01 0.235
H 1.52 2.05 0.21 0.230
H -0.66 -0.40 -1.97 0.357
H -1.92 -0.07 0.68 0.211
H -0.51 -2.60 -0.18 0.221
H -0.03 -1.79 1.34 0.235
```

Computed properties:
Energy above the lowest of the compared OMol25 structures with the same formula, charge and spin, eV: 2.146
E, Eh: -324.64561
Gap between HOMO and LUMO, eV: 10.4167

---

Entry from the Open Molecules 2025 dataset: 2 unconnected molecules or ions with the total composition Cl2O2S2 (wB97M-V/def2-TZVPD).

```
6
Properties=species:S:1:pos:R:3:nbo_charge:R:1
O 2.73 -0.98 0.48 -0.784
O -0.77 -0.17 -0.61 -0.783
S 1.73 -0.02 0.83 1.044
S -2.14 -0.72 -0.50 0.965
Cl 1.64 1.30 -0.77 -0.246
Cl -3.19 0.59 0.57 -0.196
```

Computed properties:
Energy above the lowest of the compared OMol25 structures with the same formula, charge and spin, eV: 0.522
E, Eh: -1867.17304
Gap between HOMO and LUMO (alpha / beta), eV: 7.1512 / 8.4402